A 12-piece molecular cluster, C56H84N4O32 overall in a non-equilibrium geometry. Source: the Open Molecules 2025 dataset; level of theory: ωB97M-V/def2-TZVPD.

Relative energy (zero: lowest compared OMol25 entry of this formula, charge and spin) = 130.4 kcal per mole
LUMO energy = -0.01955 hartree
Charge = 0
HOMO-LUMO gap = 9.04 eV

Positions of all 176 atoms, in Å:
O -0.3769 2.7901 2.8478
O -3.4720 3.5727 -3.1879
O 6.5368 2.3335 2.3008
O -1.2175 4.2720 1.3879
O 3.0700 -3.9590 1.8254
O 6.8094 0.7008 0.9064
O -8.1022 -3.1014 -0.7646
O 0.3245 -3.6585 -1.0933
O 4.8660 0.7474 2.1564
O -1.3449 4.1561 -3.7128
O 1.3422 -2.3172 -2.4678
O 2.9389 -1.3837 6.6770
O -9.9861 5.2535 0.7188
O -1.9990 2.0121 -3.5740
O 7.1261 -3.7435 -5.3260
O 8.9601 0.6093 5.5634
O -6.9311 -1.4060 -1.4582
O -7.8792 4.8440 0.2109
O 1.0724 -4.6158 1.6947
O -6.2504 -3.4532 -1.9653
O 0.1337 -0.1082 1.0237
O -2.0628 0.4085 1.1299
O 1.8578 3.5899 -2.1240
O 5.4860 -5.3905 -5.6718
O 6.1676 -4.5622 -3.5971
O 3.4860 3.7911 -0.5078
O -9.6666 3.4688 -0.7549
O 6.8413 0.7949 6.2507
O 1.9306 -2.9795 7.6696
O 3.2108 5.3653 -2.0468
O -2.3659 3.7739 3.1452
O -1.2490 -0.7535 -0.6436
N 0.3672 -2.9555 -2.1136
N 2.2504 -4.7458 1.4794
N 1.8995 -1.9803 6.9184
N 7.8121 0.1853 5.7233
C -8.1210 -4.4013 -0.2511
C 1.3027 6.8798 -1.9130
C 6.1602 -4.6546 -4.9145
C -1.2119 3.5978 2.4874
C -6.0256 -0.7182 -2.2846
C -7.0543 -2.7262 -1.4717
C -6.7828 4.5329 -0.7128
C 2.2932 -7.7628 -0.8407
C -1.6926 -1.7251 5.6240
C -3.7503 5.8927 -2.4179
C 8.1994 -3.3580 4.2835
C -0.8332 -2.9483 -2.9846
C 2.3724 6.2563 -2.8304
C -1.5368 -0.7321 4.7288
C 7.4740 -1.1170 5.0407
C 6.6410 -0.6738 0.5820
C 3.8873 -4.6696 -2.7667
C -3.6767 3.6211 5.0703
C -2.1945 3.3038 -3.5738
C 4.5579 -7.2365 -0.3101
C -1.0578 -0.2097 0.4129
C 5.9322 1.2337 1.9053
C -0.5428 -2.1779 6.3675
C -0.2847 -0.3062 4.4072
C 8.4353 -2.0910 4.8242
C -2.4492 3.0618 4.3713
C 5.8999 3.1633 3.3437
C 0.9019 -0.7744 4.9781
C -0.7267 -2.4125 -4.2429
C -9.2088 4.3890 -0.0248
C 4.1464 -6.1926 0.5037
C -2.0235 -3.6147 -2.6214
C -3.3942 0.5568 0.6247
C -11.4061 5.2917 0.7746
C -1.7619 -2.3285 -5.1140
C 3.6359 -8.0193 -0.9850
C -0.8640 1.3479 -4.0393
C -2.9539 -2.9355 -4.6365
C 2.7811 4.1650 -1.5525
C 1.2674 -0.8483 0.6647
C 5.9049 -2.7004 3.9964
C 5.2030 -5.3827 -2.9427
C -3.6017 1.6617 -0.4443
C 7.1725 -3.2197 -6.6644
C 0.7240 -1.5909 6.1307
C 2.8211 -5.8782 0.6563
C -0.4514 3.8308 0.2971
C 1.9097 -6.6500 -0.0632
C -3.0592 -3.6033 -3.4781
C 3.2751 2.5350 0.1817
C 6.9182 -3.6601 3.8519
C -4.0696 4.8405 -3.4905
C 7.4789 -1.0930 -0.7178
C 6.1923 -1.5185 4.7010
C -11.8474 5.9689 -0.4675
C -6.2508 0.7828 -2.5109
H 7.0156 -1.9945 -1.1188
H 8.1776 -3.2216 -7.0863
H 4.8968 -5.8381 1.1948
H 0.8779 -6.3351 -0.0115
H 2.0544 -0.1398 0.4065
H -11.5349 7.0044 -0.3329
H -0.5527 -2.9333 7.1393
H -5.9245 -1.1437 -3.2830
H -2.3887 -0.2322 4.2922
H -1.6763 -1.7700 -6.0344
H -5.0365 -0.8177 -1.8376
H -2.4182 1.9797 4.2443
H 4.9825 2.7068 3.7153
H 3.3110 2.5738 1.2704
H -11.4933 5.5938 -1.4277
H 3.0376 7.0488 -3.1733
H 5.6111 -1.0115 0.4668
H 8.9953 -4.0799 4.3923
H -8.7276 -5.0344 -0.8986
H -1.5682 3.2127 4.9951
H 6.9901 -2.1756 -6.4103
H 3.2699 -4.4335 -3.6335
H -5.1420 4.7419 -3.6586
H -3.8457 -2.8985 -5.2446
H 9.3564 -1.8239 5.3210
H -12.9308 5.8494 -0.4600
H -3.8478 3.0900 6.0066
H 8.5488 -1.2300 -0.5609
H 4.9502 -2.9331 3.5483
H -6.2731 1.2969 -1.5500
H -0.5762 0.5708 -3.3312
H -11.8567 4.2996 0.7437
H -2.6281 -2.1472 5.9601
H -3.6451 5.2613 -4.4020
H 6.5757 3.4451 4.1512
H -1.0098 2.9647 -0.0581
H -4.5428 3.5789 4.4099
H 0.1475 -1.8833 -4.5924
H -3.4683 4.6847 5.1865
H 1.7026 -0.1048 4.7010
H -7.1566 0.9722 -3.0869
H -5.8316 4.3742 -0.2047
H -2.2260 -3.9755 -1.6238
H -0.0621 2.0552 -4.2508
H -2.7931 2.3926 -0.4541
H -1.1800 0.8114 -4.9340
H 3.9636 -8.8647 -1.5718
H 1.8892 5.7937 -3.6910
H 7.2100 -0.3351 -1.4536
H 3.8007 1.7955 -0.4225
H 1.5034 -8.2719 -1.3731
H -7.0810 -4.7254 -0.2129
H 5.5614 -7.5767 -0.5189
H 1.6842 7.4162 -1.0442
H 5.6206 4.1082 2.8777
H -3.5585 1.2469 -1.4514
H -3.9104 -4.2306 -3.2583
H 0.6789 6.2359 -1.2930
H 1.6433 -1.5154 1.4405
H -3.9682 0.6482 1.5469
H 5.0649 -6.4089 -3.2831
H -6.7520 5.3143 -1.4721
H -3.6184 -0.4338 0.2291
H 7.2658 -1.2019 1.3023
H -5.3983 1.1856 -3.0577
H 6.3554 -3.6479 -7.2450
H -4.2947 5.6894 -1.4957
H -2.6693 6.0324 -2.4138
H 5.6448 -5.6276 -1.9769
H 4.0245 -3.6590 -2.3822
H 3.2736 -5.2038 -2.0413
H -8.3720 -4.5083 0.8042
H 2.2641 2.1410 0.0776
H 0.5812 3.7179 0.6275
H 1.1502 -1.5417 -0.1681
H 5.3814 -0.8410 4.9240
H -11.8862 5.7756 1.6251
H -0.6453 4.4594 -0.5720
H -0.2184 0.5137 3.7074
H 0.6347 7.5298 -2.4781
H -7.1381 3.6380 -1.2236
H 6.5618 -4.5632 3.3788
H -4.0802 6.8770 -2.7502
H -4.5713 2.1481 -0.3374

Results of the Löwdin charge analysis, in e, for atoms 1 through 6: 0.11 0.00 0.02 0.03 0.08 -0.02